DFT (ωB97M-V/def2-TZVPD) results for a structure of composition C55H61AsKN3O6P3S.

Each line ends with the Mulliken charge.
Atoms and positions in Å:
As -0.8573 7.0571 -0.3330  0.168
K 0.2925 -0.7212 0.6446  1.249
S 1.9830 -0.2673 5.8641  -0.219
P -1.8569 -4.0715 0.7388  -0.094
P -1.0622 -3.4544 -2.1845  1.067
P 0.7266 2.6826 0.0655  0.298
O -1.7230 0.9474 2.0686  -0.613
O 1.9400 -1.0841 -2.1813  -0.719
O -2.7575 -0.4913 -0.0298  -0.294
O -0.3851 -2.2132 -1.7386  0.433
O -1.1453 -2.8603 1.1778  0.140
O 3.0001 -1.8932 0.3633  -0.418
N 0.0984 0.0569 4.1855  -0.700
N 3.5004 -0.4873 3.6023  -0.331
N 1.2259 -0.1115 3.4277  0.087
C -0.7052 0.1456 6.5741  -0.537
C 1.9862 6.4609 -4.0567  -0.463
C 0.6155 6.5327 -4.1978  -0.739
C 1.8325 7.0416 -1.7005  0.036
C 5.1757 1.7657 0.8460  -0.673
C 1.4101 -6.3021 1.7815  -0.819
C 0.5414 -5.7594 -2.0298  0.283
C 0.2898 -0.0318 5.4578  0.265
C 2.2999 -0.3067 4.1542  0.444
C 1.8344 8.7437 2.5543  -0.669
C 0.2351 2.3853 -4.4661  -0.743
C -4.0319 -2.1961 -5.3869  -0.640
C -5.8743 -4.3340 2.8753  -0.469
C -2.7384 -1.7425 -3.4334  -0.305
C -0.7649 -5.4820 1.1207  -0.090
C 0.1670 -4.6524 -2.7860  -0.139
C -4.5748 -4.9001 0.9398  -0.044
C -0.3391 7.0190 2.5008  -0.422
C -0.7553 -1.0119 7.5596  -1.061
C -2.1724 -3.0159 -3.5238  0.241
C 3.1153 1.3426 -0.3035  -0.082
C 0.6182 2.5521 -1.7412  0.760
C -0.7082 1.8516 -3.6158  -0.577
C 1.2162 8.4272 1.3503  -0.138
C 0.5238 -5.2353 1.5916  -0.072
C -5.7965 -4.9274 1.6354  -0.824
C 0.1316 7.5788 1.3062  0.117
C 1.3520 3.0370 -3.9698  -1.036
C 2.4886 2.4119 0.3652  0.728
C -3.5955 -3.6134 2.7413  -0.593
C 1.5291 3.1153 -2.5996  -0.158
C 3.2266 3.1179 1.3062  -0.939
C -1.1855 -6.7717 0.9182  -0.239
C 1.3699 8.1960 3.7275  -0.508
C -0.7973 5.0602 -0.0938  -1.446
C 4.5502 2.8028 1.5305  -0.526
C -0.1321 6.7917 -3.0289  -0.448
C 0.9732 -7.5848 1.5330  -0.464
C -4.7951 -3.6590 3.4212  -0.584
C 4.4556 1.0443 -0.0808  -0.653
C -0.3197 -7.8489 1.1337  -0.844
C 1.5636 -6.6175 -2.4536  -0.714
C -3.4738 -4.2731 1.5270  0.454
C 2.5894 6.7397 -2.8257  -0.726
C 0.5758 4.5135 0.2965  -0.340
C 0.4606 6.9767 -1.7826  0.082
C -3.4221 -3.4387 -5.4968  -0.696
C 2.2368 -6.3222 -3.6222  -0.517
C 1.8780 -5.2196 -4.3887  -0.773
C -0.5289 1.9439 -2.2477  -0.448
C -3.7126 -1.3615 -4.3406  -0.822
C 0.2519 7.3554 3.6996  -0.541
C -2.4802 -3.8780 -4.5628  -0.624
C -2.2905 -4.0560 -0.9904  -1.006
C 0.8655 -4.3707 -3.9748  -0.428
H 3.4788 -0.5575 2.5675  0.042
H 1.8246 8.4046 4.6765  0.421
H 4.9847 0.2565 -0.6210  0.386
H -4.2106 -0.4006 -4.2470  0.451
H -1.2680 0.6835 2.8982  0.462
H -6.6555 -5.3709 1.1798  0.447
H 2.4126 -6.0908 2.1673  0.425
H 2.4174 -5.0255 -5.3297  0.375
H 1.3428 4.9857 -0.3235  0.039
H -6.8101 -4.3350 3.4343  0.374
H 2.9764 -6.9912 -3.9539  0.472
H 0.8558 -4.2284 1.8044  0.670
H -3.4817 -0.0446 -0.4394  0.201
H -4.4945 -5.3543 -0.0669  0.280
H -2.4197 -1.1482 -2.5649  0.312
H -1.1502 4.6308 -1.0630  0.517
H 1.8260 -7.5093 -1.8826  0.461
H -1.5544 1.3329 -4.0435  0.405
H 2.5554 0.7503 -1.0273  0.155
H -1.5591 4.7214 0.6262  0.470
H 1.0437 -1.4933 -2.2117  0.501
H -2.7476 -4.9966 -1.2831  0.701
H -2.7300 -3.0737 3.1505  0.383
H 2.0255 3.5151 -4.6600  0.441
H 3.0523 -2.8475 0.4550  0.179
H 0.2011 -1.2603 7.9904  0.361
H 2.3490 7.2435 -0.7623  0.465
H 0.0413 -6.0007 -1.0847  -0.051
H 0.1229 6.4112 -5.1519  0.455
H -1.1496 -1.8895 7.0178  0.271
H -2.6685 -0.1500 0.8680  0.133
H -1.2029 6.8594 -3.0988  0.385
H 2.8061 3.8978 1.8974  0.471
H 2.6752 9.3930 2.5839  0.444
H -1.2026 1.6812 1.7040  0.170
H -2.0745 -4.8651 -4.6579  0.491
H -1.4686 -0.8382 8.3676  0.345
H 2.8503 -1.7377 -0.5807  0.201
H -2.1777 -7.0158 0.5852  0.396
H 2.5903 6.1925 -4.9118  0.509
H 1.6235 -8.4396 1.6273  0.416
H 2.3753 3.6276 -2.2073  0.578
H 4.3220 -0.7472 4.1184  0.190
H 5.1427 3.3738 2.2727  0.374
H -0.4641 1.0801 7.1085  0.314
H 6.2358 1.5524 1.0369  0.379
H -0.6399 -8.8806 0.9639  0.388
H 1.6045 8.8881 0.4458  0.540
H -4.7853 -1.9050 -6.1175  0.391
H 0.0364 2.2943 -5.5222  0.438
H 0.8490 4.6939 1.3295  0.584
H -0.1441 6.8613 4.5855  0.373
H -1.6618 0.2881 6.1506  0.294
H 3.6804 6.8040 -2.7475  0.382
H -3.6902 -4.0737 -6.3242  0.443
H -1.2252 6.4012 2.5056  0.341
H -3.0795 -3.2715 -1.1026  0.567
H -1.2999 1.5513 -1.5692  0.411
H 0.5661 -3.4959 -4.5304  0.509
H 1.9168 -0.3520 -2.8224  0.201
H -4.9136 -3.1142 4.3723  0.386

Output
HOMO energy   -9.858 eV
Gap between HOMO and LUMO   8.257 eV
Charge   +1
LUMO level   -1.6 eV
Energy above the lowest of the compared OMol25 structures with the same formula, charge and spin   2.1 kcal per mole



DFT (ωB97M-V/def2-TZVPD) results for a structure of composition C55H63BCsF12N13S4.

Each line ends with the Mulliken charge.
Atoms and positions in Å:
Cs -2.6363 0.3580 0.1521  1.014
S 0.5016 -0.1769 0.6292  1.236
S -3.8020 -4.7965 -2.3900  -0.509
S 1.2108 -2.5447 -1.3099  0.120
S 1.1870 0.1482 -3.7448  -0.429
F 1.2061 -6.8216 3.8730  -0.383
F -0.4519 3.7389 3.4944  -0.153
F -1.6023 4.4103 5.9085  -0.365
F -3.3300 -5.5707 4.2281  -0.384
F -4.2534 3.7756 6.2937  -0.345
F -4.1956 1.6477 -4.1430  -0.282
F -1.4106 -7.3388 4.5551  -0.369
F -0.0683 -2.4683 2.5373  -0.003
F -5.6663 2.4783 4.4942  -0.383
F -1.8114 2.3994 1.6327  0.135
F 1.8113 -4.3240 2.8686  -0.366
F -3.3506 3.2948 -2.8948  -0.288
N -2.6816 -2.8831 3.0743  -0.165
N -2.1574 -6.7438 -1.4341  0.109
N -4.8174 -1.4209 1.6474  0.881
N -4.3310 1.4743 2.0179  0.064
N 1.1974 1.6446 -1.5312  0.732
N 3.8898 0.3064 -1.6016  -0.309
N 3.4749 2.0198 0.9477  -0.957
N 2.4457 1.2335 0.6835  0.894
N 2.7985 -0.4102 -1.2617  0.324
N -1.7384 0.0627 -8.0861  -0.647
N 0.9916 2.7711 -0.8017  -0.263
N -2.8338 -1.1375 -3.5794  0.050
N -1.3766 -4.7105 -1.2993  0.144
C 0.2376 -5.8756 3.7135  0.717
C -5.7976 -0.3876 1.3347  -0.903
C -1.0817 -6.1247 4.0414  0.052
C -2.9134 -7.8483 -1.9488  -1.032
C -1.7407 3.3928 3.7440  -0.353
C -4.9601 -2.5523 0.7513  -0.888
C 4.9727 -1.7235 -2.1193  -0.576
C 1.0449 4.9575 0.7521  -1.906
C 0.7620 1.4695 -2.8133  1.283
C 7.2945 0.2641 -1.5454  -1.702
C 1.6489 1.1259 2.9290  -0.200
C -2.9251 -0.7042 -5.9212  0.698
C 3.6127 2.3718 2.2059  0.211
C 2.7197 1.9240 3.2176  -0.440
C 4.9332 -0.2985 -2.0571  0.198
C -4.1105 -1.4927 -3.6327  -0.070
C -2.4308 -5.4417 -1.7035  0.278
C -2.2508 -0.7510 -4.7023  -0.301
C -4.0792 -3.0524 3.3987  -1.394
C 5.6998 2.5714 3.5418  -1.766
C 4.7673 3.2922 2.5600  2.393
C -2.0717 -5.1787 3.8615  0.554
C -1.3113 5.1846 -0.0750  -1.626
C -4.8751 -1.7964 3.0563  -0.774
C -2.3146 3.7555 4.9540  0.117
C -0.1273 2.5038 -3.3210  0.259
C 5.5578 3.6852 1.3168  -1.676
C -0.4511 -3.6735 3.0273  -0.246
C -4.8685 -1.4750 -4.7953  -0.771
C 0.5911 6.1905 -1.3660  -2.113
C 0.5292 -4.6163 3.1972  -0.118
C 3.8841 -3.9416 -1.8310  -1.715
C -4.1510 2.0779 -2.7562  -0.159
C -0.7926 -6.9199 -0.9695  -0.740
C -4.2648 -1.0721 -5.9670  -0.497
C -5.6548 0.9013 2.1543  -1.277
C 0.1554 5.0083 -0.4877  3.000
C 3.8821 -2.4491 -1.7886  0.414
C 0.2930 3.7325 -1.2976  0.055
C -3.8014 2.2160 2.9644  -0.619
C 6.1142 0.5532 -2.4820  2.410
C -0.8278 2.3407 -4.6294  -1.729
C -2.2520 -0.2747 -7.1149  0.091
C 2.6662 -1.7555 -1.4162  -0.504
C -2.4500 2.6847 2.8077  0.239
C 5.7577 2.0356 -2.4133  -1.928
C -0.3557 -5.4868 -0.6237  0.410
C 6.4928 0.1906 -3.9239  -1.884
C 4.2081 4.5615 3.2163  -1.563
C -4.3501 2.6866 4.2056  0.567
C -1.8455 -3.8638 3.3236  0.064
C 0.6363 0.6240 3.9011  -1.055
C -3.6389 3.3994 5.1472  0.363
C -0.3345 3.6035 -2.5677  -0.775
C 1.5492 0.8011 1.5623  0.519
B 1.8176 0.5627 -0.6323  -1.625
H 4.9396 2.2680 -3.0948  0.342
H 2.8882 2.2205 4.2456  0.472
H 5.1751 2.2630 4.4463  0.307
H -3.0113 -8.6223 -1.1846  0.298
H -1.6184 4.3867 0.6017  0.063
H 7.3028 0.8356 -4.2708  0.472
H -6.4197 1.5989 1.7813  0.447
H -5.9087 -1.7661 -4.7727  0.439
H -4.2513 -3.2438 4.4693  0.572
H -0.1919 1.8477 -5.3630  0.562
H -1.4366 -3.7070 -1.2485  0.025
H 4.9108 4.1348 0.5645  0.271
H 0.6350 -5.2476 -1.0071  -0.012
H 3.4897 -4.3439 -0.8965  0.283
H 5.8797 -2.2275 -2.4285  0.345
H -0.3611 -5.3065 0.4548  -0.260
H -1.9782 5.1630 -0.9373  0.308
H 0.6324 7.1000 -0.7643  0.474
H 6.1310 1.6819 3.0821  0.351
H -5.1654 2.5156 -2.6697  -0.048
H -4.9030 -2.2155 -0.2855  0.115
H -3.9007 -7.4849 -2.2291  0.303
H 6.3310 4.4032 1.5947  0.503
H -5.7229 -0.1607 0.2652  0.431
H -0.1690 -7.3617 -1.7582  0.290
H -1.4402 6.1409 0.4377  0.500
H -4.1442 -3.2517 0.9182  0.295
H 3.5757 5.1092 2.5181  0.204
H -5.9187 -3.0876 0.8789  0.198
H 5.6378 0.3233 -4.5874  0.376
H 5.0306 5.2097 3.5241  0.482
H 0.4570 -0.4423 3.7535  0.069
H 2.0866 4.7865 0.4743  0.260
H -1.7231 1.7333 -4.4795  -0.258
H -0.3174 1.1274 3.7389  -0.015
H -1.2059 -0.4687 -4.6410  0.409
H 6.8286 -0.8440 -4.0068  0.335
H 1.5815 6.0158 -1.7911  0.371
H 7.0110 0.4429 -0.5070  0.287
H 6.5141 3.2362 3.8367  0.467
H 3.6105 4.3353 4.0992  0.341
H 7.6321 -0.7701 -1.6314  0.345
H 8.1365 0.9150 -1.7888  0.466
H -4.5531 -1.8124 -2.6988  0.130
H -1.0056 4.3717 -2.9234  0.125
H -0.1051 6.3613 -2.1870  0.351
H 0.7413 4.1518 1.4206  -0.112
H 4.8915 -4.3161 -2.0033  0.387
H -4.8082 -1.0341 -6.9018  0.448
H 5.4309 2.3169 -1.4136  0.158
H -0.7622 -7.5827 -0.1018  0.409
H 3.2196 -4.2964 -2.6206  0.331
H -2.4325 -8.2842 -2.8339  0.329
H 6.6303 2.6304 -2.6904  0.516
H -5.9192 0.6802 3.1923  0.477
H -6.8268 -0.7620 1.5122  0.263
H 0.9696 5.9040 1.2915  0.609
H -4.5294 -3.9040 2.8711  0.427
H -4.4735 -0.9670 3.6435  0.264
H 6.0320 2.8167 0.8611  0.151
H 0.9544 0.8057 4.9259  0.463
H -5.9253 -1.9598 3.3722  0.257
H -1.1573 3.3089 -5.0008  0.459

Output
HOMO energy   -1.638 eV
Gap between HOMO and LUMO   4.755 eV
Charge   -2
LUMO level   3.1 eV
Energy above the lowest of the compared OMol25 structures with the same formula, charge and spin   0.0 kcal per mole



| no. | energy (eV) |
| --- | --- |
| 1 | -190646.09802 |
| 2 | -154603.84681 |